Entry 1:
Here is C5H7NOS in the gas phase from the Open Molecules 2025 dataset. Energies are from ωB97M-V with the def2-TZVPD basis set.

Element x y z (Å)
C: 0.624 1.475 0.717
C: 0.596 -0.168 1.080
C: 1.636 -0.825 0.231
C: -0.752 -0.822 0.645
C: -2.074 -0.169 0.712
H: 0.819 1.088 -1.630
H: -0.456 2.007 0.548
H: 1.304 2.024 1.586
H: 0.765 -0.095 2.169
H: -0.757 -1.877 0.556
H: -2.176 0.593 1.585
H: -3.084 -0.788 0.818
N: 2.208 -1.596 -0.550
O: 1.387 1.466 -0.717
S: -1.446 -0.029 -1.022

Spin multiplicity: 1
Total energy: -19666.4133 eV
Highest occupied orbital energy: -9.428 eV
Gap between HOMO and LUMO: 0.357 Eh
F_max: 8.5 eV Å⁻¹

---

Entry 2:
Here is a molecular structure, C39H30ClFN5O6PS4Sc from the Open Molecules 2025 dataset. Energies are from ωB97M-V with the def2-TZVPD basis set.

Element x y z (Å)
Sc: 0.118 -0.512 -2.120
Cl: 2.032 3.207 0.654
C: 0.709 3.391 1.765
C: 0.295 4.672 2.090
C: -0.780 4.842 2.947
C: -1.425 3.731 3.472
C: -0.993 2.456 3.141
C: 0.085 2.254 2.277
P: 0.597 0.602 1.660
C: -0.493 -0.497 2.640
C: -0.242 -0.848 3.967
C: -1.152 -1.621 4.671
C: -2.320 -2.051 4.055
C: -2.564 -1.727 2.730
C: -1.651 -0.959 2.020
C: 2.193 0.337 2.521
C: 2.862 1.270 3.304
C: 4.094 0.962 3.868
C: 4.666 -0.283 3.662
C: 3.997 -1.229 2.894
C: 2.772 -0.919 2.331
H: 0.807 5.518 1.656
H: -1.113 5.840 3.198
H: -2.269 3.857 4.135
H: -1.507 1.594 3.551
H: 0.664 -0.501 4.449
H: -0.952 -1.884 5.701
H: -3.035 -2.649 4.607
H: -3.462 -2.079 2.239
H: -1.832 -0.714 0.978
H: 2.422 2.243 3.478
H: 4.607 1.701 4.469
H: 5.629 -0.518 4.096
H: 4.434 -2.203 2.724
H: 2.242 -1.658 1.742
S: 1.696 -0.874 -3.984
C: 0.748 -1.109 -5.452
C: 1.399 -1.485 -6.627
C: 0.705 -1.655 -7.814
C: -0.668 -1.446 -7.837
C: -1.326 -1.076 -6.676
C: -0.640 -0.904 -5.470
S: -1.531 -0.447 -4.030
H: 2.469 -1.643 -6.594
H: 1.233 -1.950 -8.713
H: -1.227 -1.571 -8.756
H: -2.396 -0.912 -6.684
F: 0.440 6.147 -0.870
C: -0.572 5.578 -1.547
C: -1.028 4.365 -1.228
N: -2.082 3.781 -1.892
C: -2.504 2.438 -1.526
C: -1.367 1.440 -1.503
O: -1.636 0.288 -1.046
O: -0.236 1.729 -1.946
C: -2.707 4.410 -2.947
O: -3.651 3.952 -3.545
N: -2.179 5.651 -3.263
C: -1.141 6.339 -2.645
O: -0.796 7.439 -3.012
H: -0.591 3.789 -0.426
H: -3.219 2.105 -2.280
H: -2.993 2.432 -0.550
H: -2.627 6.115 -4.043
N: -2.471 -5.586 3.585
C: -1.819 -5.010 2.492
C: -0.482 -4.626 2.594
C: 0.171 -4.085 1.506
C: -0.508 -3.913 0.308
C: -1.836 -4.285 0.193
C: -2.485 -4.841 1.281
S: 0.346 -3.282 -1.094
O: -0.695 -2.742 -1.982
O: 1.228 -4.303 -1.585
N: 1.064 -1.979 -0.562
C: 2.328 -1.582 -0.885
S: 3.812 -2.464 -0.898
C: 4.637 -1.006 -1.325
C: 3.757 0.008 -1.455
N: 2.449 -0.316 -1.202
H: -2.095 -5.306 4.478
H: -3.475 -5.490 3.563
H: 0.038 -4.740 3.536
H: 1.204 -3.777 1.590
H: -2.352 -4.121 -0.742
H: -3.526 -5.130 1.197
H: 5.696 -0.987 -1.501
H: 4.003 1.011 -1.760

Spin multiplicity: 1
Net charge: -1
Total energy: -149245.2703 eV
Highest occupied orbital energy: -4.076 eV
Gap between HOMO and LUMO: 0.225 Eh
F_max: 0.3 eV Å⁻¹

---

Q: highest occupied orbital energy of number 1 (C5H7NOS)?
A: -9.428 eV